This record from OMol25 describes a 2-piece molecular cluster, C3H4ClF overall. The level of theory is wB97M-V/def2-TZVPD.

The calculation puts the energy above the lowest of the compared OMol25 structures with the same formula, charge and spin at 497.4 kJ/mol. The value obtained for the total energy is -18409.919 eV. The gap between HOMO and LUMO comes out at 10.09 eV. The HOMO energy comes out at -0.361 Eh. The charge is 0.

Each line ends with the natural charge from an NBO analysis.
Atoms and positions in Å:
C (-0.559, -0.968, -0.244)  0.22
C (0.590, 0.034, 0.164)  -0.31
C (0.007, 1.315, 0.551)  -0.42
H (-1.017, -1.872, 0.487)  0.23
H (2.085, -0.197, -0.270)  0.31
H (0.799, 2.173, 0.893)  0.22
H (-1.183, 1.783, 0.545)  0.25
F (-1.522, -0.300, -0.902)  -0.32
Cl (0.800, -1.969, -1.225)  -0.17